Entry 1:
ORCA calculation (the ωB97M-V functional and the def2-TZVPD basis) on a cluster of 2 separate species, C4H7N2O3 in total.

Last columns: bonded neighbours and bond lengths (Å).
Cartesian coordinates (Å):
1 C -0.94219 -1.62127 -0.82289  N5 1.293, N6 1.321, H10 1.087
2 C -0.09678 2.20047 -0.02314  C3 1.279, O7 1.174
3 C 0.03150 3.29913 0.61978  C2 1.279, H11 1.073, H12 1.072
4 C 0.45807 -0.96772 1.12206  N6 1.432, O8 1.321, O9 1.184
5 N -0.05659 -1.51918 -1.76011  C1 1.293, H13 1.011, H16 1.019
6 N -0.72510 -1.44058 0.46745  C1 1.321, C4 1.432, H14 1.017
7 O -0.20358 1.17145 -0.57862  C2 1.174
8 O 1.53316 -1.10680 0.36639  C4 1.321, H15 0.972
9 O 0.39834 -0.53002 2.22066  C4 1.184
10 H -1.95952 -1.88870 -1.09743  C1 1.087
11 H -0.32079 3.38495 1.63012  C3 1.073
12 H 0.49270 4.16288 0.18253  C3 1.072
13 H -0.32180 -1.61388 -2.73147  N5 1.011
14 H -1.51159 -1.50466 1.10958  N6 1.017
15 H 2.33029 -0.79478 0.82758  O8 0.972
16 H 0.89387 -1.23128 -1.53249  N5 1.019

HOMO level	-12.8174	eV
total charge	+1
DFT total energy	-13377.435	eV
HOMO-LUMO gap	0.3211	Eh
energy relative to the best compared isomer or geometry (same formula, charge and spin)	0.0	kcal per mole
multiplicity	1

***

Entry 2:
ORCA calculation (the ωB97M-V functional and the def2-TZVPD basis) on the ion C4H7N2O4 with charge -1.

Last columns: bonded neighbours and bond lengths (Å).
Cartesian coordinates (Å):
1 C 0.65807 -1.75078 0.34061  C2 1.498, O8 1.430, H11 1.138, H12 1.105
2 C -0.37436 -0.71105 0.02692  C1 1.498, N6 1.244, H13 1.141
3 C 1.84360 0.99803 -0.41322  N5 1.426, O7 1.203, O9 1.187
4 C -2.45662 1.03732 -0.30216  O10 1.437, H14 1.073, H15 1.172, H16 1.100
5 N 2.44862 -0.19170 0.08948  C3 1.426, O8 1.436, H17 1.044
6 N -0.68095 0.03211 0.97671  C2 1.244, O10 1.379
7 O 1.80559 1.86550 0.41895  C3 1.203
8 O 1.96400 -1.51458 -0.19067  C1 1.430, N5 1.436
9 O 1.50027 0.96307 -1.54853  C3 1.187
10 O -1.69275 0.96637 0.91330  C4 1.437, N6 1.379
11 H 0.53522 -2.86205 0.12678  C1 1.138
12 H 0.67558 -1.63703 1.43931  C1 1.105
13 H -0.73153 -0.68955 -1.05687  C2 1.141
14 H -1.99852 1.72462 -0.98688  C4 1.073
15 H -3.39555 1.71418 -0.12100  C4 1.172
16 H -2.68591 0.09751 -0.82668  C4 1.100
17 H 2.58523 -0.04196 1.11393  N5 1.044

HOMO level	-4.1080	eV
total charge	-1
DFT total energy	-15428.435	eV
HOMO-LUMO gap	0.2825	Eh
energy relative to the best compared isomer or geometry (same formula, charge and spin)	38.6	kcal per mole
SMILES	CO/N=C/CONC(=O)[O-]
multiplicity	1

***

Entry 3:
ORCA calculation (the ωB97M-V functional and the def2-TZVPD basis) on the ion C4H7N2O6S with charge -1.

Last columns: bonded neighbours and bond lengths (Å).
Cartesian coordinates (Å):
1 C 1.10733 -0.53744 -0.19448  C2 1.543, H14 1.045, H15 1.195, H16 1.119
2 C -0.30374 -0.53304 0.42882  C1 1.543, C3 1.479, H17 1.168, H18 1.163
3 C -1.20720 0.34674 -0.34396  C2 1.479, C4 1.508, H19 1.106, H20 1.157
4 C -2.50361 0.57209 0.39286  C3 1.508, N5 1.370, N6 1.450, S13 2.046
5 N -2.84561 0.08352 1.62628  C4 1.370, O8 1.227
6 N -3.09034 1.88468 0.20364  C4 1.450, O9 1.205, O10 1.228
7 O -5.03913 -0.66078 0.09616  S13 1.419
8 O -2.46942 -1.00383 2.05202  N5 1.227
9 O -2.39598 2.79864 -0.16402  N6 1.205
10 O -4.29468 2.00078 0.41200  N6 1.228
11 O -3.00525 -1.93341 -0.23319  S13 1.434
12 O -3.78356 -0.17448 -1.83731  S13 1.436
13 S -3.76504 -0.75277 -0.52284  C4 2.046, O7 1.419, O11 1.434, O12 1.436
14 H 1.11873 -0.88792 -1.17869  C1 1.045
15 H 1.91422 -1.11927 0.46687  C1 1.195
16 H 1.51162 0.50514 -0.23718  C1 1.119
17 H -0.34456 -0.44327 1.59249  C2 1.168
18 H -0.77006 -1.59877 0.42111  C2 1.163
19 H -1.39270 0.01299 -1.38155  C3 1.106
20 H -0.88105 1.45462 -0.42080  C3 1.157

HOMO level (alpha / beta)	-5.1555 / -5.1571	eV
total charge	-1
DFT total energy	-30357.443	eV
HOMO-LUMO gap (alpha / beta)	0.3126 / 0.3127	Eh
energy relative to the best compared isomer or geometry (same formula, charge and spin)	158.0	kcal per mole
SMILES	CCC[C@@](N=O)([N+](=O)[O-])S(=O)(=O)[O-]
multiplicity	1

***

Entry 4:
ORCA calculation (the ωB97M-V functional and the def2-TZVPD basis) on the ion C4H7N2S with charge +1.

Last columns: bonded neighbours and bond lengths (Å).
Cartesian coordinates (Å):
1 C -0.57870 -0.26514 0.24159  C2 1.587, C4 1.350, N5 1.333
2 C 0.89533 0.19926 0.60209  C1 1.587, N6 1.356, H8 1.074, H9 1.089
3 C -2.62206 1.06574 -0.14556  N5 1.302, S7 1.664, H10 1.121
4 C -0.83619 -1.54444 -0.10526  C1 1.350, H11 1.170, H12 1.094
5 N -1.37425 0.79642 0.11194  C1 1.333, C3 1.302
6 N 1.43095 0.71177 -0.53338  C2 1.356, H13 1.009, H14 1.141
7 S -3.77974 -0.12309 -0.02072  C3 1.664
8 H 0.99003 0.93717 1.37704  C2 1.074
9 H 1.51178 -0.66182 0.85651  C2 1.089
10 H -2.93809 2.09381 -0.46169  C3 1.121
11 H -2.00002 -1.53327 0.01236  C4 1.170
12 H -0.21916 -2.44264 -0.20003  C4 1.094
13 H 0.95459 1.50697 -0.93178  N6 1.009
14 H 1.89458 -0.03513 -1.26024  N6 1.141

HOMO level (alpha / beta)	-14.0628 / -13.2504	eV
total charge	+1
DFT total energy	-18064.808	eV
HOMO-LUMO gap (alpha / beta)	0.3427 / 0.2097	Eh
energy relative to the best compared isomer or geometry (same formula, charge and spin)	54.9	kcal per mole
multiplicity	3

***

Entry 5:
ORCA calculation (the ωB97M-V functional and the def2-TZVPD basis) on a cluster of 2 separate species, C4H7N2S2 in total.

Last columns: bonded neighbours and bond lengths (Å).
Cartesian coordinates (Å):
1 C -0.10125 0.38895 -1.06892  C4 1.316, N5 1.340, H9 1.106
2 C 2.40557 1.16450 -0.48025  S7 1.532, S8 1.564
3 C -0.97389 0.07107 0.97735  N5 1.454, N6 1.492, H10 1.075, H11 1.115
4 C -0.10216 -0.90563 -0.83155  C1 1.316, N6 1.318, H12 1.143
5 N -0.74325 1.03482 -0.08656  C1 1.340, C3 1.454, H13 1.011
6 N -0.56056 -1.22379 0.36219  C3 1.492, C4 1.318, H14 1.011
7 S 1.82643 2.56292 -0.24630  C2 1.532
8 S 3.11630 -0.21789 -0.65036  C2 1.564, H15 1.432
9 H 0.00999 0.90998 -2.03792  C1 1.106
10 H -0.63708 0.26241 1.97990  C3 1.075
11 H -2.07474 0.07956 1.15570  C3 1.115
12 H 0.15269 -1.69894 -1.61341  C4 1.143
13 H -0.74720 2.04583 -0.06493  N5 1.011
14 H -0.68211 -2.15765 0.72877  N6 1.011
15 H 4.39616 0.12139 -0.10442  S8 1.432

HOMO level (alpha / beta)	-10.9312 / -12.1172	eV
total charge	+1
DFT total energy	-28902.033	eV
HOMO-LUMO gap (alpha / beta)	0.2078 / 0.2854	Eh
energy relative to the best compared isomer or geometry (same formula, charge and spin)	86.8	kcal per mole
multiplicity	1

***

Entry 6:
ORCA calculation (the ωB97M-V functional and the def2-TZVPD basis) on the molecule C4H7N3.

Last columns: bonded neighbours and bond lengths (Å).
Cartesian coordinates (Å):
1 N -2.31032 -0.55586 0.44652  C2 1.379, H8 1.012, H9 1.010
2 C -1.12549 0.08715 0.15656  N1 1.379, C3 1.476, N7 1.307
3 C 0.22038 -0.32350 -0.28887  C2 1.476, C4 1.485, C6 1.640, H10 1.106
4 C 1.27262 -0.08920 0.73274  C3 1.485, N5 1.331
5 N 2.38745 -0.72302 0.37743  C4 1.331, H11 1.008, H12 1.022
6 C 0.28088 1.20081 -0.89150  C3 1.640, N7 1.449, H13 1.107
7 N -0.95845 1.34528 -0.15440  C2 1.307, C6 1.449, H14 1.011
8 H -3.08443 -0.28712 -0.14667  N1 1.012
9 H -2.22880 -1.55886 0.53021  N1 1.010
10 H 0.27735 -1.24681 -0.89571  C3 1.106
11 H 3.23905 -0.55215 0.88915  N5 1.008
12 H 2.49460 -1.33952 -0.43011  N5 1.022
13 H 1.02940 1.88675 -0.44921  C6 1.107
14 H -1.49422 2.15604 0.12388  N7 1.011

HOMO level	-6.6610	eV
DFT total energy	-8726.690	eV
HOMO-LUMO gap	0.2752	Eh
energy relative to the best compared isomer or geometry (same formula, charge and spin)	115.1	kcal per mole
multiplicity	1

***

Entry 7:
ORCA calculation (the ωB97M-V functional and the def2-TZVPD basis) on the molecule C4H7N3.

Last columns: bonded neighbours and bond lengths (Å).
Cartesian coordinates (Å):
1 C 0.50997 -0.95784 -1.57479  C2 1.526, H8 1.094, H9 1.096, H10 1.095
2 C 1.01188 -0.59286 -0.18107  C1 1.526, N3 1.453, H11 1.092, H12 1.094
3 N -0.04632 -0.21066 0.73805  C2 1.453, C4 1.363, H13 1.008
4 C -0.61432 1.02511 0.65203  N3 1.363, N5 1.269, N7 1.410
5 N -0.16675 1.97973 -0.05398  C4 1.269, H14 1.016
6 C -2.89624 1.06172 1.81739  N7 1.178
7 N -1.78169 1.10866 1.43861  C4 1.410, C6 1.178
8 H -0.02144 -0.11165 -2.02035  C1 1.094
9 H -0.16619 -1.81975 -1.54197  C1 1.096
10 H 1.35451 -1.21353 -2.22328  C1 1.095
11 H 1.69983 0.25335 -0.23917  C2 1.092
12 H 1.54815 -1.43165 0.27306  C2 1.094
13 H -0.62568 -0.93761 1.12812  N3 1.008
14 H -0.72496 2.81801 0.08226  N5 1.016

HOMO level	-9.6377	eV
DFT total energy	-8730.592	eV
HOMO-LUMO gap	0.3832	Eh
energy relative to the best compared isomer or geometry (same formula, charge and spin)	25.1	kcal per mole
multiplicity	1

***

Entry 8:
ORCA calculation (the ωB97M-V functional and the def2-TZVPD basis) on the molecule C4H7N3.

Last columns: bonded neighbours and bond lengths (Å).
Cartesian coordinates (Å):
1 C 0.39702 1.56751 -1.43534  C2 1.523, H8 1.092, H9 1.097, H10 1.097
2 C 0.20029 1.08187 -0.00540  C1 1.523, N3 1.453, H11 1.092, H12 1.096
3 N 0.28634 -0.36863 0.01622  C2 1.453, C4 1.362, H13 1.009
4 C -0.39394 -1.12509 0.92200  N3 1.362, N5 1.278, C6 1.464
5 N -1.14783 -0.62374 1.82429  C4 1.278, H14 1.016
6 C -0.18606 -2.55911 0.71082  C4 1.464, N7 1.163
7 N 0.00713 -3.68922 0.51656  C6 1.163
8 H -0.22662 0.93787 -2.07319  C1 1.092
9 H 1.44384 1.45890 -1.74333  C1 1.097
10 H 0.10134 2.61317 -1.58468  C1 1.097
11 H -0.78657 1.34714 0.38008  C2 1.092
12 H 0.94471 1.51342 0.67269  C2 1.096
13 H 0.97336 -0.81302 -0.57451  N3 1.009
14 H -1.61302 -1.34106 2.37379  N5 1.016

HOMO level	-9.6306	eV
DFT total energy	-8731.214	eV
HOMO-LUMO gap	0.3832	Eh
energy relative to the best compared isomer or geometry (same formula, charge and spin)	10.7	kcal per mole
SMILES	[H]/N=C(\C#N)NCC
multiplicity	1